1.
Density functional theory data (ωB97M-V/def2-TZVPD) for a structure of composition C15H23NO5S2 at a distorted geometry.

The geometry in XYZ format:
```
46
C15H23NO5S2 | the Open Molecules 2025 dataset | ωB97M-V/def2-TZVPD
C 1.98645 0.51859 -0.02190
N 0.97978 0.33127 1.08250
C -0.19689 -0.45875 0.52917
C 1.63725 -0.52271 2.12570
H 2.78185 1.18729 0.33890
H 2.44421 -0.46360 -0.27884
H 1.49771 0.90416 -0.92842
H -0.84963 -0.73620 1.36305
H -0.71358 0.14359 -0.22537
H 0.17241 -1.39221 0.05899
H 0.93088 -0.74670 2.94304
H 1.97259 -1.49009 1.67425
H 2.53149 -0.00360 2.51120
C -1.75320 4.23636 -4.25556
O -2.53540 4.17742 -3.00369
C -1.87192 3.69031 -1.90521
C -0.49562 3.34880 -1.90146
C 0.10601 3.00914 -0.69958
C -0.61077 2.73625 0.45161
C 0.20512 2.05898 1.54605
C 0.92027 2.99692 2.32249
S 1.44807 2.73974 4.00560
O 0.91808 3.77075 4.88389
O 1.23849 1.34542 4.32272
C 3.23882 2.97210 3.81218
C 3.62607 4.41771 3.63988
C 2.62062 5.27050 2.88617
S 1.76174 4.37278 1.56558
O 2.78884 3.75820 0.72713
O 0.82458 5.31353 0.98732
C -1.98654 3.08692 0.45509
C -2.59756 3.57668 -0.70136
H -2.46114 4.63034 -4.97769
H -0.89496 4.91285 -4.14486
H -1.41484 3.23446 -4.55337
H 0.10710 3.36262 -2.80818
H 1.17297 2.81169 -0.70088
H -0.42656 1.44347 2.22657
H 3.63658 2.54119 4.73839
H 3.56252 2.33537 2.98157
H 3.78899 4.85001 4.62976
H 4.57979 4.47766 3.11294
H 1.85668 5.70945 3.53844
H 3.10913 6.08929 2.33669
H -2.60949 2.91811 1.33318
H -3.65093 3.85471 -0.74183
```

Output
calculated total energy: -1812.551268 a.u.
frontier orbital gap: 0.3031 Ha
charge: 0

---

2.
Density functional theory data (ωB97M-V/def2-TZVPD) for the ion C2H6O2P with charge -1 at a distorted geometry.

The geometry in XYZ format:
```
11
C2H6O2P | the Open Molecules 2025 dataset | ωB97M-V/def2-TZVPD
C 0.03244 -0.96711 0.14620
C -0.38862 0.36107 -0.42223
P -0.50974 1.78675 0.88256
O -1.36754 2.73114 0.15255
O -0.95889 1.31003 2.24987
H -0.75030 -1.37340 0.81051
H -0.18944 -1.60601 -0.72050
H 1.06699 -1.00265 0.34997
H -1.40774 0.47347 -1.06220
H 0.44887 0.56769 -1.10503
H 0.78779 2.65012 1.17422
```

Output
energy above the lowest of the compared OMol25 structures with the same formula, charge and spin: 77.74 kJ/mol
SMILES string: CC[P@@H](=O)[O-]
calculated total energy: -571.702097 a.u.
frontier orbital gap: 0.3079 Ha
charge: -1

---

3.
Density functional theory data (ωB97M-V/def2-TZVPD) for a structure of composition C51H36DyN4OS at a distorted geometry.

The geometry in XYZ format:
```
94
C51H36DyN4OS | the Open Molecules 2025 dataset | ωB97M-V/def2-TZVPD
Dy 0.23679 -0.19511 -0.68936
C 5.57129 4.68107 -3.37223
C 4.60591 4.09024 -4.17844
C 3.69299 3.15280 -3.63341
C 3.61401 2.93534 -2.25473
C 4.64958 3.47833 -1.45976
C 5.52378 4.42395 -1.99619
C 2.46322 2.18116 -1.63717
C 2.77206 1.24384 -0.59173
C 4.04062 0.65481 -0.30505
C 3.93918 0.08650 0.95257
C 2.62834 0.24611 1.42040
C 2.01763 -0.16279 2.67854
C 2.65157 0.10856 3.98781
C 2.01356 -0.14903 5.21968
C 2.69092 0.03778 6.42343
C 3.96959 0.62904 6.44331
C 4.56301 1.03449 5.23041
C 3.88566 0.75706 4.04554
C 0.81600 -0.93623 2.58108
N -0.05186 -0.88703 1.48280
C -1.17925 -1.59411 1.75057
C -2.38409 -1.71961 0.99821
C -3.44009 -2.64159 1.49355
C -3.11361 -4.00241 1.70861
C -3.97351 -4.84789 2.28802
C -5.24005 -4.38063 2.68813
C -5.64543 -3.08814 2.35286
C -4.69020 -2.18479 1.83730
C -2.76040 -0.80423 -0.02977
C -4.02617 -0.77532 -0.75097
C -4.05961 0.48754 -1.35430
C -2.79945 1.16867 -1.11350
N -2.00380 0.32322 -0.35359
C -2.43876 2.53244 -1.44876
C -1.06713 2.76270 -1.76778
C -0.60103 3.86679 -2.61088
C 0.73423 3.68643 -2.73533
C 1.13772 2.54028 -1.95042
N -0.01354 1.92263 -1.50518
C -3.40451 3.68212 -1.48426
C -4.75777 3.65422 -1.87531
C -5.46930 4.82257 -2.03651
C -4.88019 6.05862 -1.71542
C -3.63315 6.09136 -1.04188
C -2.90926 4.91434 -1.01277
C -0.98713 -2.28858 3.04734
C 0.25328 -1.91189 3.51335
N 1.88037 0.84518 0.40249
H 6.36523 5.27756 -3.77619
H 4.60755 4.24883 -5.25448
H 2.97450 2.61863 -4.28250
H 4.62810 3.29481 -0.38092
H 6.15455 4.91281 -1.32467
H 4.94871 0.77696 -0.88028
H 4.75658 -0.41370 1.53683
H 0.97990 -0.48590 5.22553
H 2.26155 -0.24271 7.40513
H 4.49775 0.75957 7.36635
H 5.48912 1.54794 5.19218
H 4.28787 1.07183 3.08661
H -2.15680 -4.36611 1.32180
H -3.66991 -5.84808 2.48828
H -5.91824 -5.02126 3.26660
H -6.67422 -2.78493 2.44994
H -4.96359 -1.11468 1.62185
H -4.91814 -1.37735 -0.71919
H -4.90245 0.98471 -1.82607
H -1.11687 4.77344 -2.91496
H 1.38400 4.29839 -3.34024
H -5.16763 2.64147 -2.02124
H -6.48548 4.83432 -2.39631
H -5.36770 6.97395 -1.95020
H -3.30164 6.98006 -0.48393
H -1.88450 4.97251 -0.62333
H -1.68035 -2.93365 3.56665
H 0.67589 -2.26969 4.45782
C 2.78927 -3.39310 -2.99212
S 1.88165 -3.18831 -1.48312
O 0.97559 -1.88618 -1.80486
C 0.70531 -4.54622 -1.61034
C -0.35188 -4.36869 -2.49366
C -1.35498 -5.34421 -2.59021
C -1.35924 -6.46258 -1.71078
C -0.31565 -6.56870 -0.80778
C 0.75734 -5.65785 -0.79348
H 2.07227 -3.19737 -3.79298
H 3.26002 -4.38057 -2.98699
H 3.56201 -2.60048 -2.92737
H -0.26899 -3.50064 -3.19722
H -2.16804 -5.18983 -3.29450
H -2.11997 -7.22715 -1.76805
H -0.28109 -7.39067 -0.11375
H 1.59057 -5.73806 -0.08509
```

Output
calculated total energy: -3542.351880 a.u.
frontier orbital gap (spin up / spin down): 0.1808 / 0.1899 Ha
2S+1: 6
charge: +1

---

4.
Density functional theory data (ωB97M-V/def2-TZVPD) for a structure of composition C38H37CsN10O7Se2 at a distorted geometry.

The geometry in XYZ format:
```
95
C38H37CsN10O7Se2 | the Open Molecules 2025 dataset | ωB97M-V/def2-TZVPD
Cs -0.14818 0.06932 0.49223
N -0.36001 0.54663 -4.15680
C -0.90910 -0.78104 -3.84888
C -1.86648 -0.77099 -2.63184
O -2.57765 0.27553 -2.53912
N -1.92526 -1.78021 -1.81469
C -1.08287 -2.93383 -1.78266
C -0.76240 -3.37412 -0.31165
O -0.83934 -4.58954 -0.04362
O -0.39852 -2.43836 0.45956
H 0.19342 0.83088 -3.35128
H -1.15904 1.17676 -4.10622
H -0.08980 -1.48526 -3.70420
H -1.49068 -1.12594 -4.71059
H -0.07495 -2.81704 -2.23087
H -1.55545 -3.80757 -2.24826
O -7.73924 0.15677 3.44370
N -7.15809 -0.90586 3.58210
O -7.72778 -1.93235 3.91666
C -5.72281 -0.96308 3.30579
C -5.07450 -2.05453 3.77694
C -3.66530 -2.17771 3.66908
C -2.97565 -3.32224 4.11155
C -1.61638 -3.36114 3.99952
C -0.95520 -2.22670 3.49641
N -1.57413 -1.14753 3.08204
C -2.91499 -1.12942 3.11317
C -3.62058 -0.01206 2.50025
N -2.87490 0.86140 1.80702
C -3.46751 1.81350 1.12969
C -4.85772 1.98060 1.12476
C -5.63540 1.12527 1.85772
C -5.02724 0.07867 2.58119
H -5.64566 -2.83164 4.26501
H -3.53609 -4.16081 4.50853
H -1.05086 -4.23851 4.27965
H 0.12651 -2.21675 3.42824
H -2.82217 2.46923 0.55372
H -5.30672 2.76193 0.52716
H -6.70662 1.23379 1.86153
O 2.14272 1.34507 1.37843
N 1.93714 2.32515 2.11782
N 0.92430 3.08115 1.80960
O 0.09626 2.89433 0.80344
C 0.79928 4.26729 2.58127
C 1.27806 4.33294 3.88912
C 1.14222 5.50623 4.61169
C 0.52326 6.61740 4.05165
C 0.03529 6.53878 2.75488
C 0.16593 5.36978 2.02031
H 1.75155 3.46175 4.31651
H 1.51235 5.55040 5.62922
H 0.41113 7.52960 4.62499
H -0.45516 7.39589 2.30914
H -0.21805 5.28798 1.01623
C -2.09829 4.45920 -4.37332
Se -2.06133 3.26260 -2.82603
C -0.70206 4.27032 -1.85818
C 0.72027 3.95320 -2.29015
Se 1.59607 2.45987 -1.32840
C 2.77872 2.14792 -2.88569
H -2.40901 5.46186 -4.08094
H -2.81422 4.04544 -5.08102
H -1.11484 4.49051 -4.83959
H -0.84702 4.01593 -0.81186
H -0.91964 5.33229 -1.99773
H 1.36421 4.82301 -2.13506
H 0.75346 3.68725 -3.34767
H 3.18222 3.09723 -3.24100
H 2.25231 1.64302 -3.69520
H 3.60673 1.52482 -2.54849
N 7.59966 -3.06838 0.98293
C 8.50377 -3.85120 1.66150
C 9.88568 -3.97490 1.59556
C 10.47218 -4.89752 2.44441
C 9.70246 -5.66850 3.32646
C 8.32670 -5.54121 3.38420
C 7.71663 -4.61958 2.53632
N 6.38171 -4.30385 2.38099
C 6.34678 -3.38390 1.45406
C 5.13670 -2.74671 0.92244
C 3.88686 -3.27606 1.21880
C 2.76038 -2.68017 0.66834
N 2.82555 -1.62083 -0.13439
C 4.01588 -1.09908 -0.39714
C 5.19818 -1.62365 0.10078
H 7.79981 -2.41001 0.25284
H 10.48016 -3.38034 0.91336
H 11.54683 -5.02717 2.42550
H 10.19973 -6.37975 3.97398
H 7.72946 -6.13619 4.06245
H 3.80935 -4.14345 1.85909
H 1.75586 -3.05869 0.85143
H 4.02404 -0.21315 -1.02198
H 6.13623 -1.13397 -0.13292
```

Output
energy above the lowest of the compared OMol25 structures with the same formula, charge and spin: 168.42 kJ/mol
calculated total energy: -7367.390341 a.u.
frontier orbital gap: 0.1588 Ha
charge: -2

---

Q: Look up the calculated total energy of the third one.
A: -3542.351880 a.u.

---

Q: What is the calculated total energy in the third record?
A: -3542.351880 a.u.